Molecular formula: C34H49BF4MgN10S3
Method: DFT, ωB97M-V with the def2-TZVPD basis set

Geometry as ORCA input:
```
! RIJCOSX wB97M-V def2-TZVPD def2/J DEFGRID3
* xyz 0 1
Mg 0.1366 -0.9838 0.6186
C -2.1639 -1.5753 3.1807
N -1.3973 -2.3059 2.1766
C -0.8234 -3.5166 2.7615
C -2.2991 -2.7083 1.0961
C -1.5649 -3.4175 -0.0337
N -0.3085 -2.7458 -0.2898
C 0.5891 -3.3523 -1.0772
C 1.8981 -2.8286 -1.1115
F 2.1224 -1.7097 -0.3525
C 2.9399 -3.3741 -1.8137
F 4.1532 -2.7898 -1.7347
C 2.7642 -4.5023 -2.5953
C 1.4869 -5.0312 -2.6142
F 1.2443 -6.1200 -3.3692
C 0.4356 -4.4942 -1.8980
F -0.7783 -5.0839 -2.0354
H -2.9973 -2.1783 3.5710
H -2.5709 -0.6624 2.7502
H -1.5223 -1.3061 4.0205
H -1.6106 -4.2497 2.9910
H -0.2992 -3.2898 3.6841
H -0.1133 -3.9619 2.0680
H -2.7693 -1.8015 0.7297
H -3.0882 -3.3676 1.4907
H -2.2290 -3.4276 -0.9067
H -1.4006 -4.4686 0.2356
H 3.5704 -4.9416 -3.1582
C -4.1739 -0.7119 -3.4387
C -4.4958 0.1109 -2.1871
C -5.7984 0.8953 -2.3673
C -4.6726 -0.8479 -1.0228
N -3.3976 1.0990 -2.0128
C -3.1728 1.9952 -3.0419
C -2.1604 2.7902 -2.6714
N -1.7472 2.3999 -1.4215
B -0.5009 3.1048 -0.8382
N 0.7789 2.6363 -1.5616
C 1.8091 3.5254 -1.7608
C 2.7624 2.9050 -2.4720
N 2.3114 1.6229 -2.7431
C 1.0961 1.4550 -2.1426
S 0.1379 0.0510 -2.0619
C 3.1792 0.7063 -3.5322
C 3.6233 1.4494 -4.7973
C 4.3830 0.3561 -2.6562
C 2.4834 -0.5725 -3.9794
N -0.4456 3.0567 0.7083
C -1.3231 3.8451 1.4131
C -1.0281 3.7344 2.7171
N 0.0683 2.8926 2.8225
C 0.3865 2.4526 1.5673
S 1.5293 1.2576 1.1467
C 0.7136 2.6884 4.1457
C 2.1270 2.1196 4.0714
C 0.8063 4.0523 4.8417
C -0.1810 1.7384 4.9431
C -2.4799 1.3300 -1.0250
S -2.2864 0.5005 0.4608
H -4.9086 -1.5095 -3.5462
H -3.1828 -1.1566 -3.3475
H -4.1965 -0.1097 -4.3457
H -6.6187 0.1980 -2.5327
H -5.7569 1.5733 -3.2183
H -6.0150 1.4788 -1.4727
H -5.5591 -1.4474 -1.2335
H -4.8071 -0.3318 -0.0754
H -3.8224 -1.5134 -0.9375
H -3.7534 1.9967 -3.9422
H -1.6950 3.6116 -3.1833
H -0.6112 4.2808 -1.0991
H 1.7727 4.5242 -1.3687
H 3.7096 3.2696 -2.8138
H 4.2089 2.3410 -4.5837
H 2.7561 1.7380 -5.3905
H 4.2428 0.7831 -5.3961
H 4.9857 1.2358 -2.4294
H 5.0125 -0.3706 -3.1680
H 4.0435 -0.0830 -1.7190
H 1.6010 -0.3635 -4.5814
H 2.1741 -1.1856 -3.1427
H 3.1988 -1.1331 -4.5830
H -2.1045 4.3937 0.9214
H -1.5069 4.1707 3.5707
H 2.7681 2.7167 3.4276
H 2.1434 1.1031 3.6987
H 2.5337 2.1380 5.0848
H 1.3253 4.7679 4.2043
H 1.3701 3.9425 5.7669
H -0.1689 4.4619 5.0974
H -0.2300 0.7716 4.4403
H -1.1949 2.1272 5.0345
H 0.2256 1.5969 5.9450
N 2.6974 -1.6642 4.4529
C 3.6946 -1.6748 3.5115
C 3.0647 -1.5748 2.3113
N 1.7010 -1.5037 2.4957
C 1.5249 -1.5537 3.7920
H 2.8149 -1.7222 5.4504
H 4.7328 -1.7514 3.7722
H 3.5088 -1.5298 1.3374
H 0.5848 -1.4869 4.3071
*
```

As for the energy above the lowest of the compared OMol25 structures with the same formula, charge and spin: 0.00 kJ/mol. The LUMO energy comes out at 0.3 eV. As for the highest occupied orbital energy: -0.2452 Ha.

---

Molecular formula: C34H49ClFN6O2SiTi
Method: DFT, ωB97M-V with the def2-TZVPD basis set

Geometry as ORCA input:
```
! RIJCOSX wB97M-V def2-TZVPD def2/J DEFGRID3
* xyz -1 1
Ti 0.5988 -0.2772 0.1966
C -2.1210 1.6037 1.6236
C -2.7385 0.6314 0.7897
C -2.1097 -0.6062 1.0716
C -1.0616 -0.3448 2.0282
C -1.1710 1.0235 2.4476
C -0.6897 1.6554 3.7523
C 0.3388 2.7893 3.6039
C -1.9194 2.2836 4.4371
C -0.1403 0.5989 4.7156
C -2.5719 -2.0422 0.7972
C -3.8873 -2.2547 1.5790
C -2.7534 -2.4093 -0.6933
C -1.5984 -3.0785 1.3786
C -3.7782 1.0610 -0.2562
C -4.2532 2.4953 0.0296
C -5.0581 0.2180 -0.2919
C -3.1400 1.0797 -1.6533
H -2.4078 2.6450 1.6607
H -0.6352 -1.1281 2.6422
H 0.0724 3.4501 2.7763
H 1.3563 2.4382 3.4476
H 0.3593 3.3868 4.5218
H -2.2992 3.1302 3.8636
H -1.6538 2.6457 5.4362
H -2.7264 1.5554 4.5263
H -0.8922 -0.1642 4.9255
H 0.1482 1.0646 5.6638
H 0.7301 0.0888 4.3068
H -4.6996 -1.6359 1.2094
H -3.7371 -2.0094 2.6329
H -4.1960 -3.3036 1.5096
H -2.7981 -1.5414 -1.3429
H -3.6655 -2.9953 -0.8418
H -1.9147 -3.0109 -1.0487
H -1.5336 -3.0113 2.4665
H -0.5952 -2.9943 0.9637
H -1.9691 -4.0781 1.1332
H -4.6298 2.5935 1.0502
H -5.0599 2.7583 -0.6605
H -3.4511 3.2213 -0.1098
H -5.6038 0.3051 0.6509
H -4.8794 -0.8332 -0.4834
H -5.7097 0.5909 -1.0888
H -2.3155 1.7918 -1.6725
H -3.8742 1.3776 -2.4100
H -2.7165 0.1163 -1.9308
C 4.9987 1.1152 -1.7297
Si 3.7777 -0.2961 -1.4014
C 4.3892 -1.0681 0.2123
C 4.0056 -1.5808 -2.7573
N 2.1715 0.3299 -1.2148
C 1.7035 1.2377 -2.1318
C 2.1712 1.4562 -3.4440
C 1.6406 2.4379 -4.2683
C 0.6061 3.2591 -3.8456
C 0.0920 3.0698 -2.5665
C 0.6400 2.0862 -1.7869
F 0.1179 1.9057 -0.5159
H 6.0000 0.7154 -1.9139
H 5.0661 1.7662 -0.8531
H 4.7256 1.7368 -2.5832
H 5.0441 -1.9085 -0.0364
H 3.5856 -1.4617 0.8309
H 4.9872 -0.3475 0.7778
H 5.0685 -1.8192 -2.8654
H 3.6292 -1.2763 -3.7339
H 3.4745 -2.4946 -2.4868
H 2.9598 0.8281 -3.8324
H 2.0443 2.5507 -5.2676
H 0.1964 4.0208 -4.4948
H -0.7253 3.6601 -2.1742
Cl 0.7042 -4.9523 -5.2444
C 0.4255 -3.6712 -4.0681
C -0.3230 -2.5599 -4.4665
C -0.5387 -1.5759 -3.5182
C -0.0242 -1.6800 -2.2282
O -0.3223 -0.7091 -1.3503
C 0.7818 -2.7865 -1.8327
C 1.4165 -2.8877 -0.5916
O 1.3076 -1.9221 0.3217
C 0.9563 -3.8046 -2.8166
H -0.7159 -2.4873 -5.4696
H -1.1189 -0.6921 -3.7544
H 2.0407 -3.7298 -0.3166
H 1.5322 -4.6892 -2.5732
N 4.1451 -0.1562 3.8149
N 3.4290 0.5346 2.8604
N 3.8887 1.5911 2.1913
C 2.9204 1.8005 1.3353
N 1.9287 0.8999 1.4894
N 2.2697 0.1003 2.4420
H 4.9904 -0.4941 3.3668
H 4.3829 0.4960 4.5525
H 2.9044 2.5716 0.5851
*
```

As for the energy above the lowest of the compared OMol25 structures with the same formula, charge and spin: 31.09 kJ/mol. The LUMO energy (alpha / beta) comes out at 2.2 / 2.2 eV. As for the highest occupied orbital energy (alpha / beta): -0.0993 / -0.0993 Ha.

---

Molecular formula: C34H49N3O5RuS2Si
Method: DFT, ωB97M-V with the def2-TZVPD basis set

Geometry as ORCA input:
```
! RIJCOSX wB97M-V def2-TZVPD def2/J DEFGRID3
* xyz 2 5
Ru 0.9115 -0.2341 0.1952
C 4.9584 -0.6743 -1.2236
C 3.6972 -0.3527 -0.5115
N 2.5277 -0.7520 -0.8858
N 2.3100 -1.5298 -1.9853
C 1.0235 -1.7138 -2.1405
O 0.1277 -1.1723 -1.3252
C 0.5156 -2.5489 -3.2310
C 1.4112 -3.1336 -4.1307
C 0.9343 -3.9304 -5.1538
C -0.4316 -4.1486 -5.2856
C -1.3245 -3.5679 -4.3950
C -0.8563 -2.7681 -3.3675
C 3.6720 0.4777 0.7118
C 4.8203 0.9776 1.2962
C 4.7124 1.7409 2.4540
C 3.4628 1.9806 2.9938
C 2.3459 1.4593 2.3563
N 2.4423 0.7281 1.2464
H 4.7607 -1.3563 -2.0447
H 5.6707 -1.1303 -0.5337
H 5.4069 0.2411 -1.6158
H 2.4712 -2.9513 -4.0270
H 1.6243 -4.3799 -5.8540
H -0.8004 -4.7730 -6.0874
H -2.3864 -3.7398 -4.5031
H -1.5455 -2.3149 -2.6712
H 5.7848 0.7786 0.8545
H 5.5998 2.1425 2.9229
H 3.3387 2.5667 3.8920
H 1.3443 1.6222 2.7309
C -4.4474 3.6248 3.3043
C -4.5370 2.1639 2.9043
C -5.7149 1.9127 1.9800
C -4.5682 1.2471 4.1124
O -3.2879 1.8300 2.1974
Si -2.8972 1.8382 0.6581
S -0.8788 0.7413 0.9678
O -3.7040 0.8100 -0.2512
C -3.8953 0.7018 -1.6989
C -4.4598 -0.6909 -1.9152
C -4.8797 1.7777 -2.1236
C -2.5501 0.8676 -2.3851
O -2.5698 3.2169 -0.0602
C -1.6619 4.3504 0.0586
C -1.1378 4.4423 1.4821
C -0.5393 4.1163 -0.9390
C -2.4820 5.5752 -0.3082
H -5.3406 3.9124 3.8579
H -4.3793 4.2656 2.4243
H -3.5811 3.7991 3.9418
H -6.6446 2.1236 2.5079
H -5.7358 0.8772 1.6442
H -5.6792 2.5688 1.1068
H -5.4437 1.4665 4.7221
H -3.6792 1.3926 4.7242
H -4.6174 0.2046 3.8022
H -5.3935 -0.8135 -1.3688
H -3.7549 -1.4488 -1.5722
H -4.6584 -0.8517 -2.9746
H -5.8337 1.6447 -1.6144
H -5.0568 1.7122 -3.1971
H -4.4928 2.7714 -1.9012
H -1.8317 0.1478 -1.9956
H -2.1577 1.8756 -2.2431
H -2.6546 0.7010 -3.4579
H -0.5291 3.5714 1.7351
H -1.9572 4.5134 2.1943
H -0.5142 5.3300 1.5900
H 0.0063 3.1989 -0.7028
H 0.1634 4.9490 -0.9145
H -0.9380 4.0352 -1.9495
H -3.2899 5.7278 0.4065
H -2.9125 5.4595 -1.3019
H -1.8505 6.4628 -0.3071
C 7.2108 -3.9148 0.5557
C 5.7246 -3.7533 0.6538
C 5.1431 -3.1154 1.7532
C 3.7705 -2.9975 1.8656
C 2.9657 -3.5125 0.8546
C 3.5176 -4.1252 -0.2629
C 4.8945 -4.2500 -0.3496
S 1.2055 -3.3931 0.9246
C 0.8123 -4.4102 2.3380
O 0.9054 -1.9783 1.4670
H 7.7270 -3.3544 1.3322
H 7.5786 -3.5836 -0.4155
H 7.4853 -4.9649 0.6617
H 5.7789 -2.7312 2.5401
H 3.3283 -2.5102 2.7259
H 2.8802 -4.5006 -1.0530
H 5.3310 -4.7410 -1.2093
H 1.4538 -4.1473 3.1754
H 0.9595 -5.4487 2.0460
H -0.2343 -4.2335 2.5744
*
```

As for the energy above the lowest of the compared OMol25 structures with the same formula, charge and spin: 0.00 kJ/mol. The expectation value of S² is 6.031. The LUMO energy (alpha / beta) comes out at -6.5 / -7.7 eV. As for the highest occupied orbital energy (alpha / beta): -0.5043 / -0.5021 Ha.

---

- Number 2 is which compound?
  C34H49ClFN6O2SiTi